Formula: C39H101FeN5O15
Source: the OMol25 dataset
Level of theory: wB97M-V/def2-TZVPD

Last column: Löwdin spin population.
Cartesian coordinates (Å):
Fe1 -1.617 -1.326 2.507  3.8159
C1 -3.362 -4.871 2.773  0.0276
C2 -2.167 -4.614 1.932  0.0092
C3 -2.487 -4.997 0.456  0.0024
O1 -1.466 -3.400 2.159  0.0825
H1 -3.506 -5.944 2.902  0.0012
H2 -4.345 -4.667 2.346  0.0093
H3 -3.331 -4.498 3.796  0.0187
H4 -1.512 -5.418 2.269  0.0016
H5 -2.394 -6.075 0.325  0.0003
H6 -1.937 -4.432 -0.296  0.0002
H7 -3.566 -4.879 0.352  0.0006
C4 -0.236 -1.131 -0.639  0.0011
C5 0.292 0.044 0.235  0.0075
C6 0.451 1.345 -0.596  0.0022
O2 -0.524 0.144 1.373  0.0545
H8 -0.429 -2.006 -0.018  0.0004
H9 0.578 -1.324 -1.339  0.0001
H10 -1.104 -1.125 -1.297  0.0002
H11 1.309 -0.268 0.476  0.0006
H12 1.182 1.906 -0.015  0.0002
H13 -0.546 1.766 -0.729  0.0002
H14 0.919 1.225 -1.573  0.0004
C7 0.872 -0.564 4.025  0.0052
O3 -0.500 -0.708 4.095  0.0422
C8 -1.150 0.235 4.949  0.0181
C9 -2.575 -0.344 5.080  0.1142
N1 -3.248 -0.900 3.940  0.0618
C10 -3.887 0.249 3.297  0.0766
C11 -4.464 -0.359 1.987  0.0748
O4 -3.452 -1.059 1.294  0.0299
C12 -3.825 -1.661 0.046  0.0068
H15 1.200 -0.572 5.064  0.0028
H16 1.192 0.353 3.532  0.0007
H17 1.274 -1.376 3.418  0.0000
H18 -1.217 1.211 4.467  0.0003
H19 -0.831 0.363 5.983  0.0123
H20 -3.248 0.335 5.603  0.0462
H21 -2.401 -1.212 5.717  0.0433
H22 -3.999 -1.479 4.287  0.1301
H23 -3.331 1.147 3.028  0.0014
H24 -4.710 0.725 3.830  0.0702
H25 -4.969 0.368 1.350  0.0116
H26 -5.299 -0.965 2.337  0.0565
H27 -4.023 -0.830 -0.631  0.0007
H28 -4.521 -2.470 -0.177  0.0027
H29 -2.928 -2.104 -0.387  0.0003
C13 6.816 -0.997 3.543  0.0001
O5 5.995 -1.885 4.302  0.0002
C14 4.592 -1.809 4.079  0.0004
C15 4.086 -3.083 3.340  0.0003
N2 4.366 -2.995 1.947  0.0000
C16 3.291 -2.304 1.161  0.0002
C17 3.910 -1.736 -0.098  0.0001
O6 5.052 -0.891 0.169  0.0000
C18 4.694 0.330 0.805  0.0001
H30 6.868 -1.279 2.491  0.0000
H31 7.860 -1.058 3.848  0.0000
H32 6.440 0.020 3.660  0.0001
H33 4.397 -0.841 3.617  0.0001
H34 4.079 -1.775 5.040  0.0003
H35 3.016 -3.238 3.473  0.0002
H36 4.569 -4.018 3.625  0.0000
H37 5.258 -2.561 1.760  0.0000
H38 2.820 -1.448 1.644  0.0001
H39 2.448 -2.959 0.943  0.0001
H40 3.164 -1.215 -0.699  0.0000
H41 4.019 -2.539 -0.827  0.0000
H42 3.865 0.363 1.513  0.0001
H43 4.492 1.074 0.034  0.0000
H44 5.585 0.761 1.261  0.0000
C19 0.499 -4.825 -2.525  0.0001
O7 0.736 -4.380 -3.863  0.0000
C20 0.058 -3.253 -4.252  0.0000
C21 -0.806 -3.358 -5.503  0.0000
N3 -1.953 -4.310 -5.412  0.0000
C22 -2.594 -4.572 -6.726  0.0000
C23 -3.774 -5.553 -6.699  0.0000
O8 -4.179 -5.902 -8.035  0.0000
C24 -5.120 -5.031 -8.670  0.0000
H45 -0.545 -4.963 -2.240  0.0000
H46 0.991 -4.156 -1.820  0.0000
H47 1.153 -5.685 -2.380  0.0000
H48 0.781 -2.560 -4.684  0.0000
H49 -0.472 -2.668 -3.501  0.0000
H50 -0.135 -3.518 -6.347  0.0000
H51 -1.273 -2.407 -5.762  0.0000
H52 -1.552 -5.148 -5.015  0.0000
H53 -1.865 -5.047 -7.383  0.0000
H54 -2.911 -3.679 -7.265  0.0000
H55 -4.579 -5.149 -6.085  0.0000
H56 -3.371 -6.473 -6.275  0.0000
H57 -5.988 -4.827 -8.043  0.0000
H58 -5.457 -5.258 -9.682  0.0000
H59 -4.667 -4.054 -8.839  0.0000
C25 6.909 3.821 0.648  0.0001
O9 5.609 3.527 0.340  0.0004
C26 4.769 4.588 -0.183  0.0002
C27 3.617 3.975 -1.053  0.0002
N4 3.986 3.239 -2.208  0.0000
C28 4.053 3.993 -3.465  0.0001
C29 4.797 3.213 -4.592  0.0000
O10 6.166 2.827 -4.169  0.0000
C30 6.954 3.991 -3.785  0.0000
H60 7.344 3.066 1.303  0.0000
H61 7.006 4.798 1.122  0.0000
H62 7.361 3.803 -0.344  0.0000
H63 5.417 5.204 -0.807  0.0000
H64 4.399 5.193 0.644  0.0002
H65 2.750 4.627 -1.159  0.0002
H66 3.302 3.030 -0.609  0.0000
H67 4.731 2.558 -2.237  0.0000
H68 4.415 5.019 -3.398  0.0000
H69 3.017 4.160 -3.759  0.0000
H70 4.918 3.807 -5.498  0.0000
H71 4.196 2.348 -4.872  0.0000
H72 6.567 4.402 -2.853  0.0000
H73 7.080 4.808 -4.495  0.0000
H74 7.906 3.542 -3.500  0.0000
C31 0.352 4.706 3.815  0.0040
O11 -0.667 5.310 3.125  0.0006
C32 -1.364 4.572 2.196  0.0011
C33 -2.080 3.257 2.550  0.0009
N5 -2.782 3.410 3.869  0.0015
C34 -3.830 4.348 3.921  0.0070
C35 -4.690 4.147 5.157  0.0411
O12 -4.192 4.721 6.271  0.0248
C36 -4.355 6.161 6.284  0.0078
H75 1.141 5.448 3.936  0.0005
H76 0.796 3.771 3.474  0.0006
H77 0.016 4.580 4.844  0.0022
H78 -0.663 4.372 1.387  0.0002
H79 -2.093 5.155 1.633  0.0004
H80 -1.389 2.416 2.597  0.0000
H81 -2.768 2.888 1.790  0.0005
H82 -2.048 3.738 4.480  0.0005
H83 -4.540 4.181 3.111  0.0069
H84 -3.418 5.347 3.782  0.0003
H85 -4.693 3.091 5.426  0.0211
H86 -5.767 4.218 5.004  0.0140
H87 -4.406 6.401 7.346  0.0011
H88 -5.289 6.526 5.856  0.0011
H89 -3.474 6.643 5.860  0.0010
C37 0.769 0.467 -4.354  0.0001
O13 -0.697 0.173 -4.093  0.0002
H90 0.947 1.512 -4.610  0.0000
H91 1.444 0.186 -3.546  0.0000
H92 0.940 -0.169 -5.222  0.0000
H93 -0.726 0.375 -3.155  0.0000
C38 -3.587 -1.945 -3.262  0.0004
O14 -3.669 -0.618 -3.650  0.0006
H94 -4.569 -2.261 -2.910  0.0004
H95 -3.460 -2.477 -4.205  0.0000
H96 -2.856 -2.172 -2.487  0.0001
H97 -2.856 -0.346 -4.081  0.0000
C39 -3.457 2.476 -1.486  0.0040
O15 -4.040 2.104 -2.696  0.0019
H98 -3.258 3.546 -1.441  0.0004
H99 -4.199 2.163 -0.751  0.0022
H100 -2.554 1.917 -1.242  0.0002
H101 -4.064 1.146 -2.753  0.0001

## Properties
charge	-1
HOMO level (alpha / beta)	0.23 / -5.27	eV
2S+1	6
molecular weight	936.102	g/mol
largest force on an atom	4.34	eV/Å

Formula: C39H103N23O15
Source: the OMol25 dataset
Level of theory: wB97M-V/def2-TZVPD

Last column: Löwdin charge in e.
Cartesian coordinates (Å):
C1 -3.413 -12.995 4.790  -0.0478
C2 -4.598 -12.311 4.099  -0.4468
C3 -5.964 -12.528 4.839  -0.1467
C4 -6.194 -11.677 5.993  -0.2121
C5 -6.137 -10.198 5.589  -0.1323
C6 -4.796 -9.821 4.977  -0.5196
N1 -4.339 -10.817 3.953  -0.1371
O1 -3.143 -10.492 3.287  -0.0047
C7 -4.989 -8.558 4.199  -0.0486
C8 -3.695 -9.724 6.086  -0.0177
C9 -4.633 -12.864 2.635  -0.0334
H1 -3.575 -14.054 4.993  0.0871
H2 -3.064 -12.608 5.748  0.0640
H3 -2.507 -12.822 4.209  0.0769
H4 -6.767 -12.476 4.104  0.1251
H5 -5.953 -13.475 5.379  0.1207
H6 -5.433 -11.797 6.765  0.1129
H7 -7.117 -11.941 6.509  0.1186
H8 -6.281 -9.547 6.451  0.1206
H9 -6.868 -10.002 4.805  0.1213
H10 -3.983 -8.229 3.938  0.0780
H11 -5.571 -8.649 3.282  0.0954
H12 -5.459 -7.794 4.818  0.0892
H13 -2.856 -9.136 5.713  0.0784
H14 -4.070 -9.064 6.869  0.0808
H15 -3.410 -10.668 6.551  0.0675
H16 -4.989 -13.894 2.669  0.0818
H17 -3.685 -12.638 2.147  0.0766
H18 -5.452 -12.368 2.113  0.0766
H19 -2.583 -10.660 4.049  0.0754
C10 7.173 8.348 6.684  -0.0458
C11 6.748 6.920 6.686  -0.4717
C12 7.366 6.224 8.021  -0.1104
C13 6.577 6.507 9.357  -0.1794
C14 5.124 6.162 9.058  -0.1261
C15 4.415 6.978 7.793  -0.4336
N2 5.276 6.787 6.593  -0.1731
O2 4.822 7.383 5.472  0.0074
C16 3.090 6.247 7.490  -0.0415
C17 4.140 8.428 8.354  -0.0305
C18 7.409 6.059 5.567  -0.0383
H20 8.255 8.414 6.796  0.0899
H21 6.765 8.940 7.504  0.0765
H22 6.824 8.812 5.762  0.0858
H23 7.564 5.166 7.850  0.1040
H24 8.308 6.698 8.300  0.1011
H25 6.762 7.567 9.536  0.0914
H26 7.002 5.971 10.205  0.1075
H27 4.445 6.300 9.900  0.1022
H28 5.018 5.086 8.926  0.1094
H29 2.479 6.223 8.392  0.0817
H30 2.662 6.882 6.715  0.0770
H31 3.308 5.267 7.064  0.0890
H32 4.895 8.744 9.074  0.0624
H33 4.257 9.248 7.644  0.0697
H34 3.224 8.461 8.943  0.0821
H35 8.488 6.101 5.720  0.0797
H36 7.207 6.320 4.529  0.0770
H37 7.132 5.006 5.613  0.0802
H38 4.627 8.208 5.922  0.0764
C19 3.124 0.236 -0.989  -0.0554
C20 1.835 0.959 -1.217  -0.5169
C21 1.474 0.579 -2.658  -0.1199
C22 0.050 0.967 -3.141  -0.1774
C23 -1.095 0.581 -2.205  -0.1269
C24 -0.664 0.845 -0.665  -0.4391
N3 0.752 0.513 -0.327  -0.1325
O3 1.082 0.603 1.009  -0.0005
C25 -1.021 2.332 -0.346  -0.0351
C26 -1.529 -0.140 0.118  -0.0578
C27 2.068 2.478 -0.992  -0.0235
H39 3.808 0.445 -1.811  0.0938
H40 3.046 -0.841 -0.839  0.0880
H41 3.540 0.493 -0.015  0.0827
H42 2.163 0.936 -3.423  0.1188
H43 1.588 -0.505 -2.678  0.1160
H44 -0.276 0.552 -4.095  0.1077
H45 -0.116 2.042 -3.199  0.1020
H46 -1.351 -0.470 -2.340  0.1007
H47 -1.945 1.168 -2.554  0.1172
H48 -0.726 3.012 -1.145  0.0602
H49 -2.077 2.604 -0.330  0.0836
H50 -0.542 2.620 0.590  0.0770
H51 -2.607 0.015 0.116  0.0858
H52 -1.368 -1.148 -0.265  0.0755
H53 -1.225 -0.157 1.165  0.0728
H54 2.821 2.824 -1.700  0.0880
H55 2.382 2.834 -0.011  0.0806
H56 1.228 3.148 -1.174  0.0596
H57 1.253 1.539 1.139  0.0750
C28 -0.649 -5.822 -9.211  -0.2661
C29 -0.300 -5.742 -10.655  -0.2184
O4 0.127 -4.382 -10.986  -0.0954
O5 -1.626 -4.888 -8.787  -0.0608
H58 0.199 -5.489 -8.613  0.1190
H59 -0.966 -6.834 -8.959  0.1260
H60 -1.196 -5.878 -11.261  0.1243
H61 0.594 -6.324 -10.879  0.1238
H62 0.606 -4.501 -11.810  0.0743
H63 -1.406 -4.087 -9.269  0.0731
C30 -4.023 9.633 1.539  -0.8130
O6 -5.019 8.976 1.243  0.0166
N4 -3.052 9.858 0.670  0.1503
N5 -3.763 10.134 2.657  0.1716
H64 -2.329 10.548 0.813  0.1053
H65 -3.367 9.564 -0.244  0.1181
H66 -2.921 10.667 2.822  0.1193
H67 -4.327 9.936 3.471  0.1316
C31 -4.485 -7.611 -3.361  -0.8033
O7 -5.457 -7.326 -4.065  0.0186
N6 -3.454 -6.887 -3.287  0.1490
N7 -4.334 -8.632 -2.560  0.1605
H68 -3.127 -6.394 -4.106  0.1281
H69 -2.832 -6.948 -2.493  0.1150
H70 -5.075 -9.319 -2.561  0.1200
H71 -3.486 -8.809 -2.041  0.1124
C32 8.002 -6.431 -1.886  -0.8523
O8 9.063 -5.930 -2.018  0.0659
N8 7.008 -6.154 -2.666  0.1620
N9 7.690 -7.227 -0.904  0.1643
H72 6.188 -6.719 -2.494  0.1041
H73 7.110 -5.477 -3.408  0.1251
H74 6.851 -7.784 -0.976  0.1080
H75 8.477 -7.482 -0.323  0.1230
C33 2.809 -5.947 2.129  -0.7495
O9 3.166 -7.125 2.380  -0.0171
N10 2.895 -5.010 3.043  0.1502
N11 2.237 -5.511 1.047  0.1577
H76 3.381 -5.199 3.908  0.1204
H77 2.394 -4.144 2.906  0.1079
H78 1.942 -4.567 0.845  0.1135
H79 2.108 -6.165 0.288  0.1166
C34 8.393 9.927 -1.299  -0.8148
O10 7.900 9.051 -2.003  0.0170
N12 9.345 9.758 -0.419  0.1633
N13 8.042 11.141 -1.452  0.1591
H80 9.715 8.821 -0.489  0.1196
H81 9.758 10.468 0.169  0.1123
H82 8.456 11.909 -0.942  0.1158
H83 7.565 11.250 -2.336  0.1276
C35 4.859 1.698 -11.096  -0.7721
O11 5.082 2.827 -10.665  0.0223
N14 3.902 0.934 -10.593  0.1379
N15 5.529 1.020 -11.984  0.1571
H84 3.741 -0.042 -10.795  0.1059
H85 3.409 1.479 -9.900  0.1169
H86 6.346 1.454 -12.388  0.1245
H87 5.058 0.167 -12.251  0.1074
C36 1.941 7.197 -5.758  -0.7770
O12 1.164 6.816 -6.644  0.0009
N16 1.523 7.841 -4.704  0.1530
N17 3.216 6.947 -5.776  0.1647
H88 2.161 8.472 -4.241  0.1038
H89 0.570 8.152 -4.583  0.1189
H90 3.824 7.264 -5.035  0.1116
H91 3.616 6.438 -6.551  0.1242
C37 -10.510 4.789 0.976  -0.7827
O13 -11.527 4.145 0.919  0.0425
N18 -10.036 5.341 2.088  0.1428
N19 -9.731 5.118 -0.021  0.1545
H92 -9.103 5.725 2.037  0.0991
H93 -10.578 5.338 2.940  0.1154
H94 -8.967 5.736 0.212  0.1057
H95 -9.800 4.591 -0.880  0.1227
C38 -5.417 6.577 -5.702  -0.8224
O14 -4.709 7.126 -4.848  0.0046
N20 -4.981 5.698 -6.525  0.1605
N21 -6.665 6.802 -5.868  0.1667
H96 -3.972 5.718 -6.505  0.1288
H97 -5.527 5.156 -7.179  0.1191
H98 -7.071 6.017 -6.356  0.1134
H99 -7.129 7.461 -5.260  0.1293
C39 -7.805 -1.457 -5.197  -0.8916
O15 -8.344 -0.424 -5.250  0.0901
N22 -7.274 -2.093 -6.152  0.1653
N23 -7.687 -2.175 -4.127  0.1577
H100 -7.166 -1.616 -7.036  0.1253
H101 -6.778 -2.967 -6.049  0.1183
H102 -7.343 -3.125 -4.122  0.1137
H103 -8.163 -1.759 -3.339  0.1212

## Properties
charge	0
HOMO level	-8.06	eV
2S+1	1
molecular weight	1134.399	g/mol
largest force on an atom	8.18	eV/Å